No. 1
{"formula": "C5H11NO2", "method": "wB97M-V/def2-TZVPD", "species": ["C", "C", "C", "N", "C", "C", "O", "O", "H", "H", "H", "H", "H", "H", "H", "H", "H", "H", "H"], "coordinates": [[-0.880059, -0.106839, -0.541785], [-2.063150, 0.109199, 0.431950], [1.263799, -1.947726, -0.514279], [0.777564, 1.416341, 0.936616], [0.922699, -0.512516, -0.348721], [1.511427, 0.371362, 0.503139], [1.534440, 2.624278, 1.053387], [-0.988023, 0.640039, -1.743414], [1.343483, 2.921192, 1.952221], [-1.917218, 0.656736, -2.004800], [-0.207963, 1.034789, 0.163861], [-1.024017, -1.161436, -0.823529], [2.593887, 0.395580, 0.595191], [-1.909344, -0.478819, 1.336306], [-2.098000, 1.155583, 0.732206], [-3.004367, -0.171541, -0.045687], [0.955547, -2.322687, -1.489428], [0.835964, -2.589935, 0.264665], [2.353330, -2.033602, -0.457899]], "atomic_forces_ev_per_a": [[1.16, -2.74, -1.41], [0.94, 0.71, 0.31], [0.12, -0.02, -0.19], [-1.93, -1.02, -0.41], [-2.18, 1.21, 1.57], [0.60, -0.23, -1.87], [-0.63, -0.32, -0.60], [-0.13, 0.48, -0.03], [-0.12, -0.11, -0.16], [0.09, 0.03, 0.01], [2.53, 2.38, 2.23], [-0.02, 0.00, 0.14], [-0.09, -0.19, 0.54], [-0.06, -0.10, -0.06], [-0.30, 0.08, 0.09], [0.12, -0.06, -0.04], [-0.05, -0.08, -0.04], [0.03, 0.06, -0.11], [-0.07, -0.07, 0.03]], "gap_ha": 0.313, "largest_force_ev_per_a": 4.123, "e_above_lowest_kcal_mol": 157.6}

=====

No. 2
{"formula": "C5H11NO2", "method": "wB97M-V/def2-TZVPD", "species": ["C", "N", "C", "C", "O", "C", "C", "O", "H", "H", "H", "H", "H", "H", "H", "H", "H", "H", "H"], "coordinates": [[-0.385312, -2.409629, -0.219568], [-0.784472, -1.087424, -0.507674], [0.070379, -0.149749, 0.271535], [-0.780536, 0.393116, 1.321575], [-1.607909, -0.280269, 1.830869], [0.409745, 1.028769, -0.701467], [1.528157, 0.787174, -1.778551], [1.088128, 1.778718, 0.195511], [-0.322671, -2.834053, 0.732288], [0.558248, -2.475184, -0.710556], [-1.152738, -3.024952, -0.610334], [-1.730667, -0.944479, -0.211123], [1.044689, -0.627953, 0.546047], [-0.830017, 1.460525, 1.494992], [-0.449145, 1.564532, -1.010555], [2.600395, 0.637981, -1.336653], [1.219004, 0.025649, -2.601336], [1.663227, 1.678126, -2.429724], [1.994630, 2.266082, 0.118483]], "atomic_forces_ev_per_a": [[-0.35, -0.74, -1.74], [0.77, 1.31, 1.10], [0.11, -0.49, -4.21], [0.04, 1.31, 0.44], [-1.73, -1.42, 1.67], [3.92, -1.82, -0.24], [-0.41, -1.15, -2.20], [3.39, 4.92, 4.15], [0.38, 0.37, 2.47], [0.76, -1.08, -0.47], [-0.37, -1.13, -1.30], [-0.43, -0.02, 0.08], [-0.97, 0.47, 0.08], [0.60, 0.70, 0.17], [-1.07, 0.21, -0.93], [-2.27, -0.37, -0.52], [0.82, 0.68, 1.71], [-0.35, -0.03, 0.71], [-2.85, -1.72, -0.97]], "gap_ha": 0.356, "smiles": "CN[C@H](C=O)[C@H](C)O", "largest_force_ev_per_a": 7.269, "e_above_lowest_kcal_mol": 87.5}

=====

No. 3
{"formula": "C5H11NO2", "method": "wB97M-V/def2-TZVPD", "species": ["C", "C", "C", "C", "N", "C", "O", "H", "H", "H", "H", "H", "H", "H", "H", "H", "O", "H", "H"], "coordinates": [[-1.885118, 1.722679, -0.989955], [-1.002056, 0.741356, -0.884644], [0.491082, 0.983688, -0.872386], [1.241004, -0.021630, 0.097119], [2.537136, 0.546976, 0.604416], [0.550535, -0.156452, 1.499464], [0.495172, -1.160224, 2.160784], [-2.938503, 1.598461, -1.091938], [-1.673711, 2.840293, -1.020777], [-1.287387, -0.340004, -0.896404], [0.938330, 1.070502, -1.838882], [0.522091, 2.032768, -0.465748], [1.489774, -1.015880, -0.361310], [2.718123, 1.486355, 0.240596], [3.255063, -0.166229, 0.244702], [0.197275, 0.884423, 1.977941], [-2.325629, -3.672186, 0.480793], [-1.600800, -4.228399, 0.081872], [-1.722381, -3.146497, 1.034356]], "atomic_forces_ev_per_a": [[0.06, 1.66, -0.05], [0.28, -0.98, -0.84], [-0.55, 0.51, 2.55], [0.07, 1.15, 0.41], [1.00, -1.82, -1.51], [-0.44, 1.12, 0.23], [-0.09, 0.30, -0.60], [-0.61, -0.68, 0.08], [0.46, -1.62, 0.13], [-0.18, 1.06, 0.03], [0.30, -0.48, -0.75], [0.65, -0.87, -0.01], [-0.82, 0.82, 0.41], [0.07, -0.62, -0.03], [-0.93, 2.10, 0.95], [0.67, -1.69, -1.06], [2.24, -0.60, -0.33], [-1.48, 0.37, 0.16], [-0.70, 0.29, 0.21]], "gap_ha": 0.375, "smiles": "C=CC[C@@H](N)C=O.O", "largest_force_ev_per_a": 2.662, "e_above_lowest_kcal_mol": 66.0}

=====

No. 4
{"formula": "C5H11NO2", "method": "wB97M-V/def2-TZVPD", "species": ["C", "C", "C", "C", "C", "N", "O", "H", "H", "H", "H", "H", "H", "H", "H", "H", "O", "H", "H"], "coordinates": [[0.263508, -1.055230, 1.958295], [-0.535512, -0.067385, 1.582888], [-0.008115, 1.086797, 0.766389], [-0.822711, 1.355876, -0.506060], [-0.423204, 0.289207, -1.513267], [-1.389520, -0.637790, -1.751766], [0.718161, 0.141945, -1.922203], [-0.094979, -1.904249, 2.514142], [1.284790, -1.238582, 1.622584], [-1.597860, -0.129879, 1.798901], [-0.020463, 1.973244, 1.420659], [1.021578, 0.912885, 0.466126], [-1.895606, 1.349361, -0.334659], [-0.564044, 2.324625, -0.955806], [-2.329940, -0.401113, -1.502190], [-1.221710, -1.511650, -2.219857], [2.558079, -0.902860, -0.070627], [1.896908, -1.178924, -0.716564], [3.160640, -0.406278, -0.636986]], "atomic_forces_ev_per_a": [[0.11, -1.05, -0.17], [0.82, -0.24, -0.61], [-0.57, 0.49, 0.49], [0.48, 0.37, -0.75], [0.12, -1.02, 0.35], [-0.39, 0.38, 0.01], [-0.25, 0.31, -0.09], [-0.50, -0.07, 0.33], [-0.16, 0.87, 0.17], [0.01, 0.31, 0.22], [-0.04, -0.04, -0.33], [0.08, -0.09, 0.17], [-0.14, -0.01, 0.15], [0.02, -0.15, 0.27], [-0.14, -0.25, 0.09], [0.22, 0.20, -0.19], [0.46, -0.14, -0.36], [-0.22, 0.09, 0.06], [0.07, 0.05, 0.19]], "gap_ha": 0.379, "smiles": "C=CCCC(N)=O.O", "largest_force_ev_per_a": 1.086, "e_above_lowest_kcal_mol": 20.9}

=====

No. 5
{"formula": "C5H11NO2", "method": "wB97M-V/def2-TZVPD", "species": ["C", "C", "C", "C", "N", "C", "O", "H", "H", "H", "H", "H", "H", "H", "H", "H", "O", "H", "H"], "coordinates": [[-0.789172, -0.341488, -2.865605], [-1.294606, 0.183214, -1.759847], [-1.899824, -0.632621, -0.666502], [-1.235131, -0.441288, 0.709076], [-1.867483, -1.410149, 1.639388], [0.263452, -0.824076, 0.575256], [1.123994, -0.097155, 1.015609], [-0.349956, 0.296645, -3.621790], [-0.773243, -1.414924, -2.999371], [-1.309880, 1.241581, -1.519260], [-2.980646, -0.476635, -0.545570], [-1.898378, -1.722066, -0.773781], [-1.113769, 0.577466, 1.087169], [-2.674319, -0.939725, 2.048437], [-1.241993, -1.530888, 2.429964], [0.556330, -1.759416, 0.075093], [4.682366, 2.901441, 0.861469], [4.109348, 2.145169, 0.664857], [4.161238, 3.498998, 1.385023]], "atomic_forces_ev_per_a": [[0.17, 0.53, 0.16], [-0.37, -0.49, 0.44], [-0.56, -0.41, 1.06], [1.23, -1.04, -0.36], [0.21, 0.91, 0.22], [-0.11, 0.72, 0.40], [-0.22, -0.33, -0.19], [0.01, -0.15, -0.09], [-0.04, 0.00, -0.15], [0.19, 0.14, -0.49], [0.10, 0.57, -0.07], [0.49, 0.06, -0.65], [-0.72, 0.16, -0.11], [-0.07, -0.27, -0.16], [0.00, -0.13, 0.09], [-0.27, -0.23, -0.09], [0.24, -0.64, -0.46], [0.14, 0.32, 0.15], [-0.40, 0.29, 0.32]], "gap_ha": 0.389, "smiles": "C=CC[C@@H](N)C=O.O", "largest_force_ev_per_a": 1.651, "e_above_lowest_kcal_mol": 51.3}

=====

No. 6
{"formula": "C5H11NO2", "method": "wB97M-V/def2-TZVPD", "species": ["C", "C", "C", "N", "C", "H", "H", "H", "H", "H", "H", "H", "H", "H", "C", "O", "O", "H", "H"], "coordinates": [[-0.144267, 0.687730, -0.768613], [0.875201, 1.683079, -0.258974], [-1.288798, -0.439251, 0.986764], [-0.414832, -0.466623, 1.914663], [-2.413897, -0.847073, 0.458892], [-0.466699, 0.239438, 2.639801], [0.678514, -0.825843, 1.376443], [-0.148963, 0.565344, -1.850705], [-1.145412, 1.055827, -0.541612], [-2.763901, -0.511098, -0.503909], [-3.024747, -1.549844, 1.014581], [0.567603, 2.716278, -0.441914], [1.024177, 1.568938, 0.819662], [1.849902, 1.543148, -0.727841], [0.900628, -1.052001, -0.647213], [1.747856, -0.910396, -1.712939], [1.479497, -1.131290, 0.512124], [2.586135, -0.578388, -1.362211], [0.102003, -1.747976, -0.906998]], "atomic_forces_ev_per_a": [[0.93, -0.75, -0.32], [-0.11, 0.01, -0.06], [0.09, -0.65, 1.12], [-0.34, 0.38, -0.63], [0.04, 0.25, -0.34], [-0.13, 0.05, -0.06], [0.70, -0.42, -0.83], [0.07, 0.12, -0.08], [-0.14, -0.20, 0.27], [0.08, 0.00, -0.02], [0.12, 0.08, 0.08], [0.04, -0.02, 0.03], [-0.01, 0.02, 0.02], [-0.01, -0.01, 0.00], [-1.13, 1.01, -0.12], [0.01, 0.06, 0.10], [-0.23, 0.19, 0.82], [-0.07, -0.04, 0.04], [0.08, -0.09, -0.01]], "gap_ha": 0.315, "largest_force_ev_per_a": 1.522, "e_above_lowest_kcal_mol": 117.3}